Here is a structure of composition C4H8MgO3Pd in a non-equilibrium geometry from the Open Molecules 2025 dataset. Energies are from wB97M-V/def2-TZVPD.

Results
LUMO level (spin up / spin down) (eV): -5.45 / -5.40
Charge: +1
Spin multiplicity: 4
Electronic energy (a.u.): -710.440214
HOMO (spin up / spin down) (Ha): -0.4337 / -0.4654

```
17
Properties=species:S:1:pos:R:3:forces:R:3
O 2.056046 2.119494 -0.189774 0.02 -0.46 1.35
Mg 3.392027 0.847473 0.214963 -1.33 0.09 -0.61
Pd 0.714093 0.963132 1.017406 3.33 7.04 1.48
O 1.958503 -0.408109 0.396097 2.81 -2.05 -0.79
O -0.680869 -0.131717 0.563490 -3.69 -3.41 -0.50
C -1.802336 0.464481 -0.113705 -0.53 0.33 -0.43
C -0.177501 -1.346832 -0.005468 -0.26 -0.89 -1.24
C -1.447542 1.847373 -0.515990 2.09 1.59 -0.93
C 1.255755 -1.607711 0.427565 0.24 -1.01 0.73
H -2.686441 0.417713 0.549710 0.43 0.13 -0.14
H -2.055756 -0.150307 -0.992587 0.16 0.01 0.12
H -0.157422 -1.183456 -1.096415 -0.12 -0.17 0.27
H -0.862457 -2.171807 0.236164 0.28 0.16 -0.05
H -0.306428 2.263957 -0.729189 -3.00 -1.42 0.60
H 1.349571 -2.036826 1.439551 -0.43 0.04 -0.20
H 1.682141 -2.362593 -0.254400 -0.19 0.27 0.05
H -2.231385 2.475738 -0.947415 0.20 -0.27 0.29
```
Forces are in eV/Å.

=====

Here is a cluster of 2 separate species, C4H8N in total in a non-equilibrium geometry from the Open Molecules 2025 dataset. Energies are from wB97M-V/def2-TZVPD.

Results
LUMO level (spin up / spin down) (eV): -8.06 / -5.25
Charge: +1
Electronic energy (a.u.): -211.391236
HOMO (spin up / spin down) (Ha): -0.4782 / -0.5624

```
13
Properties=species:S:1:pos:R:3:forces:R:3
C 0.450576 -1.526964 0.436829 -3.44 2.19 -0.59
C -0.590919 -0.716555 0.343577 1.67 -0.54 1.14
C -0.946864 2.307169 2.090849 -0.64 0.09 2.53
C 0.707962 -0.540103 -1.871005 1.15 0.89 -0.02
N -0.136370 -1.248848 -0.940516 0.53 0.47 0.23
H 0.887695 -2.429688 0.686156 1.29 -1.16 0.80
H -0.071021 1.715298 2.308627 0.14 0.02 -0.66
H -1.574315 2.492235 3.006851 0.33 -0.65 -1.17
H -1.092206 3.059637 1.355320 0.26 0.01 -1.02
H 1.683860 -0.994832 -1.684703 0.14 -0.55 -1.37
H 0.243911 -0.525386 -2.880868 0.82 -0.11 0.66
H 0.996120 0.452220 -1.499340 -1.07 0.11 -0.15
H -0.558428 -2.044183 -1.351777 -1.18 -0.78 -0.39
```
Forces are in eV/Å.

=====

Here is a structure of composition C4H8N in a non-equilibrium geometry from the Open Molecules 2025 dataset. Energies are from wB97M-V/def2-TZVPD.

Results
LUMO level (eV): -4.98
Charge: +1
Electronic energy (a.u.): -211.624137
HOMO (Ha): -0.5996

```
13
Properties=species:S:1:pos:R:3:forces:R:3
C 0.910020 0.938852 -1.395493 0.25 1.90 -1.11
C -0.494749 -0.689317 1.267421 1.04 0.67 1.17
C -0.826718 0.613959 0.506589 -3.36 1.74 0.23
C 0.295170 -0.924199 -0.021023 3.84 -3.02 0.21
N 0.149623 0.424458 -0.530151 2.27 -1.75 -0.38
H 1.786587 0.418714 -1.808447 -0.66 -0.44 0.43
H 0.810073 1.955057 -1.846975 -0.43 -0.70 0.93
H 0.128081 -0.565567 2.222696 -0.77 0.04 -1.62
H -1.344269 -1.371744 1.521891 0.79 0.70 -0.66
H -1.850102 0.546098 0.072775 0.64 0.15 0.15
H -0.696544 1.616361 0.842764 -0.16 0.58 1.18
H 1.350499 -1.450881 -0.140047 -1.70 1.60 0.88
H -0.217672 -1.511791 -0.692000 -1.75 -1.47 -1.42
```
Forces are in eV/Å.

=====

Q: charge of number 3 (C4H8N)?
A: +1